C35H34BCoN8OP | ωB97M-V with the def2-TZVPD basis set

The HOMO energy (alpha / beta) comes out at -13.280 / -13.280 eV. The expectation value of S² is 1.18. The total charge is +2. As for the HOMO-LUMO gap (alpha / beta): 5.6 / 5.6 eV. As for the spin multiplicity: 2.

Structure (XYZ):
```
81
Properties=species:S:1:pos:R:3:mulliken_charge:R:1
Co 0.756 0.085 -0.183 -0.76
C 4.013 -0.525 -0.631 -0.79
C 3.385 0.635 -1.331 0.78
C 3.911 1.488 -2.299 -1.89
C 2.903 2.396 -2.570 0.19
N 1.853 2.113 -1.790 0.46
N 2.140 1.030 -1.043 0.08
B 0.391 2.632 -1.666 0.25
N 0.086 2.727 -0.135 1.15
C -0.267 3.831 0.534 0.05
C -0.340 3.525 1.878 -1.87
C -0.008 2.176 1.969 0.64
C 0.051 1.337 3.197 -1.03
N 0.238 1.697 0.741 -0.03
N -0.500 1.529 -2.295 0.41
C -1.279 1.556 -3.381 0.13
C -1.797 0.294 -3.582 -2.00
C -1.285 -0.479 -2.546 0.54
C -1.605 -1.907 -2.262 -1.12
N -0.479 0.265 -1.773 0.99
N 0.215 3.979 -2.282 0.47
C 1.071 5.037 -2.312 -0.32
C 0.357 6.143 -2.679 -1.17
C -0.970 5.682 -2.845 0.75
C -2.175 6.471 -3.240 -1.25
N -1.052 4.389 -2.590 -1.16
H 4.864 -0.201 -0.032 0.41
H 4.381 -1.268 -1.340 0.33
H 3.305 -1.005 0.053 -0.23
H 4.895 1.459 -2.734 0.51
H 2.874 3.214 -3.268 0.76
H -0.454 4.752 0.007 0.44
H -0.598 4.187 2.686 0.52
H 0.019 1.976 4.077 0.48
H 0.964 0.745 3.244 0.16
H -0.802 0.657 3.254 0.23
H -1.441 2.483 -3.904 0.66
H -2.479 -0.016 -4.355 0.56
H -2.672 -2.027 -2.066 0.33
H -1.098 -2.265 -1.368 -0.09
H -1.355 -2.548 -3.110 0.42
H 2.108 4.945 -2.035 0.67
H 0.730 7.144 -2.813 0.46
H -1.891 7.473 -3.553 0.37
H -2.872 6.560 -2.407 0.28
H -2.699 5.991 -4.065 0.32
O 1.570 -1.953 -2.382 -0.12
C 1.364 -2.745 -1.609 0.16
C 1.101 -3.753 -0.683 1.39
C 1.533 -5.031 -1.093 -0.81
C 1.355 -6.087 -0.225 -0.86
C 0.795 -5.845 1.023 -0.71
C 0.393 -4.568 1.417 -0.93
C 0.508 -3.477 0.572 0.10
P -0.067 -1.799 1.144 1.29
C -1.872 -1.873 1.048 0.50
C -2.625 -3.043 1.145 -0.49
C -4.008 -2.983 1.074 -0.71
C -4.646 -1.759 0.914 -0.77
C -3.902 -0.592 0.818 -0.83
C -2.517 -0.646 0.876 -0.46
C 0.427 -1.911 2.877 0.46
C -0.511 -2.044 3.896 0.16
C -0.082 -2.112 5.216 -0.82
C 1.271 -2.051 5.513 -0.69
C 2.209 -1.920 4.494 -0.70
C 1.788 -1.845 3.178 -0.58
H 1.990 -5.176 -2.064 0.58
H 1.665 -7.082 -0.511 0.47
H 0.672 -6.666 1.718 0.48
H -0.006 -4.427 2.412 0.64
H -2.151 -4.007 1.267 0.43
H -4.590 -3.892 1.145 0.47
H -5.726 -1.717 0.860 0.42
H -4.395 0.362 0.689 0.51
H -1.945 0.269 0.777 0.35
H -1.569 -2.080 3.670 0.46
H -0.809 -2.209 6.011 0.47
H 1.600 -2.101 6.543 0.42
H 3.264 -1.869 4.729 0.47
H 2.524 -1.730 2.388 0.22
```